Entry from the OMol25 dataset: C29H25F3N9S3Sm as an isolated structure in a non-equilibrium geometry (ωB97M-V/def2-TZVPD).

Properties
ΔE to the lowest compared entry with this formula, charge and spin in eV: 0.946
Charge: 0
Kohn-Sham gap (alpha / beta) in eV: 7.18 / 7.21
2S+1: 6
Energy in eV: -102451.8334

Each line ends with the Mulliken charge.
Geometry (Å):
Sm: -0.83906 -0.28122 0.73118  1.1573
C: 1.87333 3.14193 2.71518  -0.9433
C: 0.82781 2.46388 2.06103  -0.2039
N: 0.41304 1.29125 2.43468  -0.2239
C: 0.93222 0.68320 3.47438  0.0024
C: 1.93670 1.27844 4.22890  1.4301
C: 2.45433 2.51056 3.79348  -0.6647
C: 2.42335 0.60522 5.38625  -0.7259
C: 1.96111 -0.58120 5.74483  -1.1050
C: 1.02563 -1.30876 4.95818  1.2371
C: 0.65922 -2.59955 5.25167  -0.3955
C: -0.26553 -3.29481 4.46975  -1.1539
C: -0.78765 -2.52664 3.45355  -0.3702
N: -0.50840 -1.23865 3.14248  -0.1372
C: 0.44839 -0.64150 3.80619  0.4636
H: 2.08077 4.23459 2.54116  0.3612
H: 0.42762 2.92260 1.17583  0.4677
H: 3.32007 2.96102 4.31567  0.3291
H: 3.35875 1.03516 5.78460  0.3193
H: 2.35811 -1.11359 6.61107  0.3261
H: 1.13127 -3.00924 6.13034  0.4030
H: -0.51175 -4.31325 4.56614  0.4948
H: -1.57376 -2.89322 2.78065  0.4949
F: -2.02581 -2.00636 0.81461  -0.6122
C: -4.95856 -0.31650 2.47666  0.0102
F: -3.96716 -0.45477 3.31256  -0.0054
F: -4.88602 -1.40574 1.73426  -0.0631
N: 1.50978 -1.19913 1.09411  -0.2976
C: 2.54434 -1.09478 1.57835  0.6393
C: 3.82047 -1.02669 2.10061  -0.0439
C: 4.49944 0.16415 1.90856  0.0813
N: 5.10142 1.15900 1.75780  -0.5928
C: 4.46335 -2.12684 2.80474  0.0466
N: 4.80239 -3.07814 3.37447  -0.5264
C: 0.24929 -1.11767 -3.75379  -1.7214
C: -0.45640 -1.66583 -2.51624  1.9223
C: -0.28108 -3.15479 -2.33688  -2.0386
C: -1.93148 -1.42273 -2.53351  -2.1069
N: 0.15567 -1.03396 -1.37273  -0.0739
N: 0.47925 0.35274 -1.41233  -0.1927
H: -0.21367 -1.66221 -4.57709  0.4914
H: 1.32509 -1.21977 -3.60865  0.3105
H: -0.08035 -0.06558 -3.82740  0.3542
H: -0.87681 -3.66189 -3.11978  0.4521
H: -0.66763 -3.68024 -1.43795  0.3069
H: 0.74949 -3.45519 -2.43228  0.4756
H: -2.46684 -1.93558 -3.35938  0.4602
H: -2.17248 -0.39274 -2.67748  0.2791
H: -2.34682 -1.80216 -1.67800  0.6902
H: 0.99244 -1.55266 -1.15351  0.4800
H: -0.28518 0.89297 -1.81817  -0.0965
H: 1.36604 0.60100 -1.84528  0.3365
S: -4.74227 3.11611 -4.33394  -0.3592
C: -3.89901 2.69000 -3.02070  0.2975
S: -4.57999 2.75321 -1.43380  -0.1407
C: -3.12825 2.03267 -0.76344  0.0347
N: -2.17175 1.88947 -1.65658  -0.1639
N: -2.61647 2.31465 -2.87966  0.3793
C: -1.60997 2.22618 -3.90917  0.2542
C: -1.81181 1.71945 -5.19294  -0.4389
C: -0.68261 1.47578 -5.96863  -0.5096
C: 0.62958 1.70292 -5.57253  -0.8266
C: 0.78562 2.30801 -4.33714  -0.3852
C: -0.29193 2.54444 -3.49488  -0.5978
S: -2.91401 1.62990 0.90442  -0.3637
H: -2.79866 1.45395 -5.56640  0.3708
H: -0.79991 1.09090 -6.97126  0.3462
H: 1.42164 1.53295 -6.32017  0.4217
H: 1.79769 2.57868 -4.00309  0.4064
H: -0.17560 2.97657 -2.53355  0.7465

=====

Entry from the OMol25 dataset: an isolated ion of composition C4H12N4O2S and charge +2 in a non-equilibrium geometry (ωB97M-V/def2-TZVPD).

Properties
ΔE to the lowest compared entry with this formula, charge and spin in eV: 0.000
Charge: +2
Kohn-Sham gap in eV: 10.40
SMILES string: CS(=O)(=O)N=[N+]=NCCC[NH3+]
Energy in eV: -25212.6769

Each line ends with the Mulliken charge.
Geometry (Å):
C: 2.83537 2.62476 -4.16700  -0.7769
C: -0.67514 -0.13443 1.12781  -0.4955
C: 0.83259 -0.03828 0.84981  -0.8071
C: -1.02836 -1.44190 1.84068  -0.6613
N: 2.48334 2.13103 -1.42208  -0.8326
N: 1.88917 1.56364 -0.62391  0.9435
N: 1.07248 1.09985 0.04004  0.0592
N: -2.49851 -1.51381 2.13339  -0.2590
O: 0.47377 2.07839 -2.97940  -0.4824
O: 2.09459 0.24192 -3.08332  -0.4935
S: 1.80490 1.62496 -3.13284  1.1390
H: 2.50946 3.65471 -4.06155  0.3647
H: 3.86560 2.48771 -3.85798  0.3584
H: 2.70534 2.28522 -5.19286  0.3999
H: -1.20119 -0.08335 0.17188  0.4647
H: -0.97138 0.72334 1.73586  0.3924
H: 1.39317 0.06716 1.78835  0.3929
H: 1.19599 -0.93368 0.32582  0.4411
H: -0.75536 -2.28999 1.21028  0.3751
H: -0.47546 -1.52551 2.77741  0.3525
H: -2.69208 -1.45127 3.14444  0.3789
H: -2.90662 -2.40168 1.80112  0.3713
H: -3.00488 -0.74740 1.66599  0.3749

=====

Entry from the OMol25 dataset: one molecule with the formula C5H7N (ωB97M-V/def2-TZVPD).

Properties
ΔE to the lowest compared entry with this formula, charge and spin in eV: 4.794
Charge: 0
Kohn-Sham gap in eV: 8.61
Energy in eV: -6783.7187

Each line ends with the Mulliken charge.
Geometry (Å):
C: 1.73332 0.05062 0.12313  -1.2911
C: 0.23653 -0.02315 -0.02380  0.6200
C: -0.40721 -1.30139 -0.34566  -0.1325
N: -1.67503 -1.44140 -0.38898  -0.6185
C: -1.66658 1.80363 0.01350  -0.6903
C: -0.59333 1.01391 0.13200  0.1004
H: 2.08642 -0.52782 0.98608  0.2799
H: 2.23555 -0.34982 -0.76604  0.3257
H: 2.07322 1.08239 0.25606  0.3710
H: 0.29728 -2.12143 -0.55116  0.3754
H: -1.91746 -2.39519 -0.65465  0.2395
H: -2.15232 2.06034 0.96579  0.2227
H: -0.25039 2.14930 0.25372  0.1980

=====

Entry from the OMol25 dataset: one molecule with the formula C5H7NO2 in a non-equilibrium geometry (ωB97M-V/def2-TZVPD).

Properties
ΔE to the lowest compared entry with this formula, charge and spin in eV: 2.035
Charge: 0
Kohn-Sham gap in eV: 9.32
SMILES string: CC(=O)[C@]1(C)NC1=O
Energy in eV: -10881.5821

Each line ends with the Mulliken charge.
Geometry (Å):
C: -0.96145 0.65740 1.63789  -1.2240
C: 0.22246 1.13828 -1.20692  -1.2182
N: 0.42372 -1.37440 -1.31832  -0.3367
C: 1.42240 -1.44649 -0.48707  0.4992
C: -0.50008 -0.47382 0.75561  0.6729
C: 0.17931 -0.17155 -0.47980  0.4065
O: -0.46992 -1.63750 1.18447  -0.6721
O: 2.44261 -1.80137 -0.05156  -0.4213
H: -0.24928 -2.12389 -1.45392  0.3115
H: -1.72950 0.28387 2.31349  0.3433
H: -0.12336 1.01846 2.23431  0.2805
H: -1.37727 1.48687 1.06927  0.3714
H: 0.32038 1.96737 -0.50885  0.3669
H: -0.67852 1.29861 -1.80628  0.2548
H: 1.07852 1.17815 -1.88232  0.3653

=====

Entry from the OMol25 dataset: C29H24BrN3O2Sn as an isolated structure in a non-equilibrium geometry (ωB97M-V/def2-TZVPD).

Properties
ΔE to the lowest compared entry with this formula, charge and spin in eV: 0.895
Charge: +2
Kohn-Sham gap (alpha / beta) in eV: 6.38 / 5.01
Energy in eV: -114883.8970

Each line ends with the Mulliken charge.
Geometry (Å):
Sn: -2.49234 -1.65075 0.04265  1.0346
O: -2.10794 -3.82515 -1.64275  -0.2615
C: -0.96714 -4.56485 -1.85115  0.8584
C: -1.03074 -5.72775 -2.61435  -0.8784
C: 0.10576 -6.47025 -2.86335  -0.6689
C: 1.32496 -6.05745 -2.35005  -0.7029
C: 1.39666 -4.90795 -1.58365  -0.5945
C: 0.25546 -4.16225 -1.31425  0.2963
C: 0.37796 -2.90135 -0.44505  -0.0768
O: -0.60484 -2.65325 0.41315  -0.7025
N: 0.59616 -1.80755 -1.39025  0.0174
N: -0.18184 -0.77395 -1.41185  0.3744
C: 0.07086 0.23425 -2.19245  -0.9086
C: -0.66304 1.44165 -2.13935  0.4287
Br: -2.41514 1.30475 -1.35145  -0.1191
C: -0.27464 2.66985 -2.60615  -0.7998
C: 0.98646 3.05715 -3.15525  0.8947
C: 1.03766 4.23065 -3.94215  -0.6348
C: 2.21226 4.62435 -4.54295  -0.6478
C: 3.37116 3.87205 -4.37715  -0.3902
C: 3.35146 2.73265 -3.57865  -0.8342
C: 2.18956 2.35115 -2.94855  -0.2791
H: -2.85214 -4.32245 -2.01125  0.2809
H: -1.98054 -6.04925 -3.01765  0.3545
H: 0.04356 -7.36415 -3.46605  0.4200
H: 2.21786 -6.62975 -2.54055  0.4223
H: 2.34996 -4.60285 -1.17545  0.4066
H: 1.33016 -2.99935 0.11505  0.3840
H: 1.39226 -1.88665 -2.02575  0.3653
H: 0.88926 0.17995 -2.91025  0.8899
H: -1.02234 3.45225 -2.57885  0.4111
H: 0.13706 4.80425 -4.09605  0.3963
H: 2.23626 5.52035 -5.14295  0.4256
H: 4.29276 4.18765 -4.83875  0.4217
H: 4.25276 2.15765 -3.43215  0.4165
H: 2.22516 1.54215 -2.23825  0.7200
N: -1.98364 -0.03385 1.52145  -0.3154
C: -1.55704 0.55985 2.51785  0.1242
C: -0.82464 1.85745 2.28145  0.1945
C: -1.29764 3.02425 2.85985  -0.0588
C: -0.55104 4.18585 2.73645  -0.7231
C: 0.64496 4.16845 2.03885  -0.5779
C: 1.08796 3.00175 1.43875  -0.7958
C: 0.34436 1.83645 1.53765  0.0808
C: -1.64584 0.13465 3.92215  0.6300
C: -0.80864 0.67045 4.89565  -0.2217
C: -0.84884 0.17435 6.18735  -0.8198
C: -1.73234 -0.84395 6.50605  -0.4378
C: -2.59774 -1.34585 5.54595  -0.6921
C: -2.55734 -0.87085 4.25205  -0.5668
H: -2.22354 3.02985 3.41165  0.5380
H: -0.90544 5.09375 3.20025  0.4416
H: 1.24106 5.06555 1.96315  0.4486
H: 2.02176 2.99695 0.89765  0.4888
H: 0.68606 0.90815 1.10195  0.5399
H: -0.10104 1.44355 4.63985  0.4122
H: -0.18834 0.56885 6.94305  0.4269
H: -1.73464 -1.25345 7.50505  0.4260
H: -3.29854 -2.12165 5.81375  0.4112
H: -3.22084 -1.25615 3.48585  0.3268

=====

Q: What is the energy in the second record?
A: -25212.6769 eV

=====

Q: Among the records above, which one has the lowest energy?
A: C29H24BrN3O2Sn

=====

Q: Which of these has the highest ΔE to the lowest compared entry with this formula, charge and spin?
A: C5H7N

=====

Q: What is the ΔE to the lowest compared entry with this formula, charge and spin in the third record?
A: 4.794 eV